Record 1
C6H14N3V | ωB97M-V with the def2-TZVPD basis set

Summary:
**HOMO level (spin up / spin down)**: -11.93 / -11.19 eV
**Total energy**: -36597.163 eV
**Relative energy (zero: lowest compared OMol25 entry of this formula, charge and spin)**: 127.2 kJ/mol
**2S+1**: 2
**Expectation value of S²**: 1.191
**Frontier orbital gap (spin up / spin down)**: 7.9 / 8.0 eV
**Net charge**: +1

XYZ file:
```
24
Properties=species:S:1:pos:R:3:forces:R:3
C 2.352850 -2.191716 -1.672772 -1.047 -1.217 1.030
V 0.310487 -1.768308 -1.084773 1.913 1.766 0.408
N -0.135995 -0.565454 -2.809105 -0.524 1.230 -0.284
H 1.679432 -1.828259 -0.105843 -0.286 0.097 -0.880
H -0.957410 -2.215541 -0.230544 -0.693 -1.251 -0.085
H 2.710471 -3.079334 -1.146406 0.922 0.423 -0.213
H 3.054268 -1.371229 -1.873726 -0.267 -0.543 0.181
H 1.861377 -2.639543 -2.547534 0.160 0.303 -0.651
H -0.040222 0.468056 -2.781641 0.025 -0.752 0.292
H -1.136729 -0.702067 -2.990461 0.115 -0.024 0.023
H 0.316667 -0.814736 -3.680318 0.204 -0.295 -0.164
N -1.688358 2.610641 2.911335 0.286 -0.099 -0.447
C -1.087370 1.742682 2.040636 -0.324 0.192 0.357
C -0.268951 2.193521 0.965033 0.156 -0.470 -0.087
C 0.323982 1.241080 0.113704 -0.946 0.504 1.077
N 0.157937 -0.104742 0.251633 -0.803 0.908 0.181
C -0.600487 -0.486263 1.301318 -0.644 0.782 1.402
C -1.259862 0.348874 2.197581 0.385 0.121 -0.399
H -1.539777 3.617445 2.786807 -0.324 -0.883 0.384
H -2.264903 2.243930 3.678598 0.567 0.598 -0.729
H -0.135629 3.293523 0.856477 0.148 -1.107 -0.215
H 0.948113 1.589903 -0.689452 0.170 -0.042 -0.271
H -0.702211 -1.530498 1.492849 0.092 -0.454 -0.119
H -1.897676 -0.051967 3.016603 0.715 0.214 -0.791
```
Positions in Å, forces in eV/Å.



Record 2
C5H11NO3S | ωB97M-V with the def2-TZVPD basis set

Summary:
**SMILES string**: O=C=S(=O)=O.CCNCC
**HOMO level (spin up / spin down)**: -9.04 / -9.04 eV
**Total energy**: -23828.153 eV
**Relative energy (zero: lowest compared OMol25 entry of this formula, charge and spin)**: 279.7 kJ/mol
**2S+1**: 1
**Frontier orbital gap (spin up / spin down)**: 7.8 / 7.8 eV
**Net charge**: 0

XYZ file:
```
21
Properties=species:S:1:pos:R:3:forces:R:3
O 2.938417 -1.412575 1.806096 -0.486 -0.038 -0.325
C 2.687111 -1.158354 0.729688 0.078 -1.604 1.421
S 3.278617 0.519881 -0.277371 2.103 1.841 -2.912
O 4.699770 0.576513 0.053036 -1.359 -0.278 -0.327
O 2.946649 0.313129 -1.706453 0.407 0.208 2.286
C 0.605884 2.120641 1.112874 0.368 -2.360 -2.232
C -0.278337 0.945856 0.733339 -1.215 -0.902 1.702
N 0.466134 -0.072677 0.065150 -0.199 -1.427 1.159
C -0.263682 -1.351574 -0.163814 0.222 0.121 0.260
C 0.407127 -2.110218 -1.302734 3.780 2.873 1.996
H 0.965841 2.440323 0.109194 0.771 0.226 1.081
H 0.118661 2.891897 1.548575 -2.048 2.512 1.035
H 1.281107 1.803230 1.890948 1.032 -0.170 -0.420
H -0.725494 0.443496 1.622118 0.340 0.470 -0.094
H -1.170684 1.190048 0.159370 -0.119 0.658 -0.376
H 1.087169 0.318180 -0.612003 -0.518 -0.510 -1.198
H -1.316486 -1.151733 -0.397028 0.031 0.241 -0.276
H -0.346206 -1.987431 0.772839 0.525 0.873 -0.723
H 0.645834 -1.326008 -2.072177 0.261 -1.114 0.525
H 1.326495 -2.697994 -0.918446 -0.975 1.437 -0.741
H -0.119876 -2.833494 -1.720059 -3.002 -3.057 -1.841
```
Positions in Å, forces in eV/Å.



Record 3
C21H66N2O12 | ωB97M-V with the def2-TZVPD basis set

Summary:
**SMILES string**: NC(N)=O.CCO.CCO.CCO.CCO.CCO.CCO.CCO.CCO.CCO.CO.CO
**HOMO level**: -9.07 eV
**Total energy**: -50391.484 eV
**Relative energy (zero: lowest compared OMol25 entry of this formula, charge and spin)**: 152.3 kJ/mol
**2S+1**: 1
**Frontier orbital gap**: 9.1 eV
**Net charge**: 0

XYZ file:
```
101
Properties=species:S:1:pos:R:3:forces:R:3
N 2.437535 1.399653 -5.252802 -0.373 1.767 -4.978
C 2.015535 1.134653 -4.066802 -8.173 -2.930 0.994
N 2.944535 0.926653 -3.200802 2.542 -0.162 3.830
O 0.702535 0.818653 -3.833802 5.902 1.885 -0.835
H 1.667535 1.535653 -5.945802 1.343 -0.075 0.820
H 3.340535 1.845653 -5.413802 -0.649 -0.249 -0.053
H 2.590535 0.803653 -2.250802 0.661 0.030 -0.372
H 3.945535 1.080653 -3.393802 -1.137 -0.046 0.388
C -1.226465 4.315653 -2.305802 0.039 -1.358 -0.312
C -0.698465 2.930653 -1.769802 -1.708 0.420 -1.806
O -0.860465 2.755653 -0.401802 0.150 0.281 1.349
H -2.301465 4.398653 -2.308802 -0.506 -0.096 0.191
H -0.951465 4.434653 -3.371802 0.154 -0.179 0.563
H -0.855465 5.155653 -1.746802 0.446 0.247 0.343
H 0.289535 2.870653 -2.105802 1.959 -0.167 -0.079
H -1.187465 2.064653 -2.261802 -0.015 0.687 -0.296
H -0.418465 1.916653 -0.172802 -0.069 0.535 -0.248
C 3.038535 -3.436347 -0.981802 -1.316 -0.437 2.318
C 1.830535 -2.570347 -1.333802 -0.011 -3.005 0.993
O 2.327535 -1.313347 -1.646802 -0.843 0.585 -0.305
H 2.686535 -4.332347 -0.413802 0.346 0.555 -0.238
H 3.758535 -2.879347 -0.355802 -0.409 -0.330 -0.336
H 3.492535 -3.826347 -1.830802 1.088 -0.479 -1.703
H 1.125535 -2.606347 -0.492802 0.414 1.074 0.225
H 1.191535 -3.135347 -2.052802 0.744 0.990 -0.486
H 2.803535 -1.418347 -2.467802 0.148 0.342 -0.527
C -1.444465 -1.988347 2.984198 -0.367 1.460 0.763
C -1.889465 -2.727347 4.213198 3.547 -0.521 -0.212
O -3.197465 -3.101347 4.103198 -1.268 -1.110 1.620
H -1.294465 -2.627347 2.150198 -0.201 -0.430 -0.819
H -0.508465 -1.462347 3.158198 0.082 -0.185 0.114
H -2.188465 -1.183347 2.812198 0.248 -0.535 -0.345
H -1.601465 -2.127347 5.060198 -0.719 0.677 0.774
H -1.232465 -3.616347 4.383198 -0.335 0.237 -0.449
H -3.304465 -3.729347 4.848198 -0.703 0.456 -0.864
C -0.877465 -1.815347 -2.919802 1.207 2.486 -0.422
C -2.215465 -1.312347 -3.473802 -0.129 -0.844 2.324
O -2.941465 -2.502347 -3.558802 -1.507 -1.891 -1.823
H -0.299465 -0.965347 -2.454802 -0.466 -0.846 -0.785
H -0.277465 -2.216347 -3.722802 0.282 0.070 -0.499
H -0.902465 -2.613347 -2.206802 -0.993 -0.329 0.550
H -2.233465 -0.705347 -4.367802 0.560 0.013 -0.298
H -2.801465 -0.824347 -2.697802 0.568 1.289 0.233
H -3.677465 -2.432347 -4.189802 0.378 0.048 0.393
C -3.176465 -2.826347 -0.136802 -1.179 -0.518 0.764
C -4.062465 -1.878347 0.694198 0.597 -1.826 0.366
O -4.532465 -2.563347 1.853198 -0.548 0.712 -0.522
H -2.242465 -2.987347 0.366198 0.492 -0.082 0.447
H -2.955465 -2.302347 -1.010802 0.433 0.477 -1.847
H -3.583465 -3.834347 -0.363802 -0.162 0.821 0.102
H -4.919465 -1.472347 0.160198 -0.056 -0.252 -0.110
H -3.399465 -1.053347 0.913198 -0.014 0.613 0.486
H -3.867465 -2.600347 2.549198 -0.081 -0.071 -0.080
C 2.672535 2.651653 0.420198 0.115 -0.293 -0.625
C 3.773535 3.530653 1.016198 -1.362 -0.631 0.055
O 3.486535 3.819653 2.403198 -1.039 -0.474 -0.743
H 2.375535 1.778653 0.982198 0.258 -0.104 0.783
H 2.847535 2.196653 -0.567802 0.533 0.571 0.111
H 1.787535 3.218653 0.286198 -1.127 0.674 -0.106
H 3.813535 4.483653 0.519198 0.212 0.319 -0.610
H 4.675535 2.982653 0.847198 1.046 0.053 0.708
H 2.497535 3.896653 2.383198 1.321 0.000 0.450
C -5.434465 1.511653 -0.071802 0.946 0.839 0.648
C -3.929465 1.529653 -0.320802 0.086 -0.486 -0.131
O -3.636465 2.431653 -1.308802 -0.883 1.395 -2.393
H -5.928465 1.008653 -0.856802 -0.607 -0.240 -1.260
H -5.863465 2.527653 0.085198 0.457 -0.727 -0.146
H -5.624465 0.896653 0.774198 -0.272 -0.369 1.087
H -3.536465 0.563653 -0.670802 -0.455 -0.360 0.344
H -3.304465 1.829653 0.490198 -0.041 -0.139 1.473
H -2.818465 2.888653 -1.163802 0.481 -0.006 0.529
C 5.518535 -0.684347 -0.683802 -1.087 -0.143 -0.124
C 4.612535 -0.199347 0.437198 2.029 -0.434 1.110
O 4.927535 -0.999347 1.549198 0.042 -1.037 1.536
H 6.512535 -0.263347 -0.577802 0.068 -0.089 -0.072
H 5.019535 -0.318347 -1.555802 0.209 0.359 -1.172
H 5.561535 -1.784347 -0.813802 -0.028 0.626 0.483
H 3.553535 -0.194347 0.330198 -0.824 0.001 -0.943
H 4.965535 0.742653 0.813198 -0.221 1.304 -0.917
H 4.705535 -0.470347 2.326198 0.108 -0.418 0.034
C -1.363465 1.658653 3.115198 0.374 1.850 -0.102
C -1.733465 2.785653 4.091198 0.931 -1.372 -1.343
O -2.135465 3.873653 3.280198 -0.112 1.032 0.778
H -2.164465 1.138653 2.674198 -1.335 -0.200 -0.747
H -0.817465 0.934653 3.607198 1.345 -1.703 1.277
H -0.692465 2.091653 2.355198 -0.443 -0.171 0.055
H -0.777465 3.029653 4.529198 0.159 0.198 0.786
H -2.420465 2.414653 4.869198 -0.177 0.703 -0.369
H -1.453465 4.553653 3.423198 -0.772 -0.228 -0.284
C 2.503535 -2.361347 2.265198 0.933 -1.291 -0.633
O 1.366535 -3.040347 2.756198 0.228 -0.143 0.253
H 2.215535 -1.683347 1.489198 -0.130 0.922 -0.390
H 3.278535 -3.027347 1.784198 -0.822 0.385 0.772
H 2.979535 -1.875347 3.090198 0.152 0.444 0.391
H 1.146535 -3.682347 2.090198 -0.388 -0.504 -0.227
C -0.503465 -0.320347 0.140198 -0.901 0.215 -0.184
O 0.660535 0.337653 -0.334802 -0.223 0.451 0.085
H -1.225465 -0.531347 -0.658802 0.338 -0.279 0.027
H -1.123465 0.203653 0.885198 0.856 0.588 -0.190
H -0.147465 -1.179347 0.637198 -0.171 -1.506 0.515
H 1.114535 -0.298347 -0.925802 -0.202 0.618 0.122
```
Positions in Å, forces in eV/Å.



Record 4
C4H6OS3 | ωB97M-V with the def2-TZVPD basis set

Summary:
**SMILES string**: COC(=S)CSC=S
**HOMO level**: -8.88 eV
**Total energy**: -38796.671 eV
**Relative energy (zero: lowest compared OMol25 entry of this formula, charge and spin)**: 138.0 kJ/mol
**2S+1**: 1
**Frontier orbital gap**: 8.4 eV
**Net charge**: 0

XYZ file:
```
14
Properties=species:S:1:pos:R:3:forces:R:3
C -2.145103 -1.982670 -0.618720 0.890 0.418 1.572
O -2.090624 -0.535147 -0.741589 -0.814 0.088 -1.194
C -1.551501 0.367269 0.098699 0.401 -2.692 -0.108
S -1.908792 1.921161 -0.005976 0.014 0.637 -0.025
C -0.630080 -0.272741 1.125058 -0.628 -0.938 -1.352
S 0.932627 -1.026045 0.535256 0.006 0.144 -0.119
C 1.785649 0.292755 -0.182518 1.329 0.329 0.764
S 3.408022 0.384042 -0.405448 -1.125 -0.427 -0.143
H -2.861625 -2.244570 0.165539 0.106 0.112 0.068
H -2.503166 -2.465269 -1.517613 0.132 0.614 -0.492
H -1.145907 -2.368293 -0.344631 -0.549 -0.003 -0.316
H -0.490777 0.434243 1.869578 0.700 1.135 1.537
H -1.135743 -1.154016 1.539141 0.020 0.262 0.121
H 1.198703 1.184861 -0.295729 -0.482 0.321 -0.313
```
Positions in Å, forces in eV/Å.



Q: Which formula does entry 3 have?
A: C21H66N2O12